C15H27MgN3O6S | wB97M-V/def2-TZVPD

Positions of all 53 atoms, in Å:
Mg 1.106 -4.423 0.009
C 1.598 -1.583 0.095
O 2.573 -2.262 -0.251
O 0.650 -2.035 -0.617
O 1.279 -2.099 1.199
C 3.456 1.346 -3.816
C 3.976 2.066 -4.915
N 4.434 2.628 -5.810
H 2.572 0.882 -4.254
H 3.057 2.115 -3.153
H 4.155 0.635 -3.376
C -2.004 0.378 -3.622
C -1.638 -0.479 -4.753
N -1.465 -1.076 -5.713
H -2.904 0.063 -3.093
H -2.284 1.323 -4.088
H -1.283 0.432 -2.807
C -3.141 -1.375 3.794
C -4.064 -1.220 2.672
N -4.825 -1.079 1.827
H -3.093 -2.409 4.136
H -3.574 -0.814 4.622
H -2.185 -0.929 3.519
C -3.790 -4.586 -1.277
S -3.307 -5.950 -0.125
O -2.028 -5.524 0.623
C -4.772 -5.832 1.097
H -3.281 -4.764 -2.224
H -3.506 -3.645 -0.806
H -4.870 -4.693 -1.387
H -5.048 -6.836 1.418
H -5.709 -5.383 0.767
H -4.501 -5.351 2.037
C 5.908 2.947 0.752
C 5.609 2.339 2.117
O 5.000 3.028 2.935
C 5.792 0.829 2.248
H 5.194 2.391 0.145
H 6.962 2.881 0.480
H 5.737 4.024 0.728
H 5.387 0.496 3.203
H 6.860 0.625 2.175
H 5.277 0.200 1.523
C -2.447 4.806 0.673
C -1.456 4.303 1.727
O -1.828 4.312 2.911
C -0.060 3.743 1.342
H -3.404 4.970 1.169
H -2.702 4.071 -0.090
H -2.263 5.791 0.244
H 0.462 4.134 0.469
H -0.123 2.657 1.271
H 0.513 3.934 2.249

DFT total energy (Eh): -1801.31739
F_max (Eh/bohr): 0.136

=====

C5H15NO2 | wB97M-V/def2-TZVPD

Positions of all 23 atoms, in Å:
C 0.311 -0.343 -1.807
C 0.518 -1.107 -0.727
N -0.376 -2.141 -0.461
C 1.750 -1.096 0.138
C 1.850 0.341 0.731
C 0.914 0.444 1.896
H 0.957 0.485 -2.114
H -0.526 -0.477 -2.496
H -0.030 -3.003 -0.078
H -0.988 -2.384 -1.220
H 2.697 -1.466 -0.280
H 1.688 -1.821 0.973
H 1.550 1.111 -0.008
H 2.849 0.571 1.118
H -0.084 0.025 1.702
H 0.956 1.533 2.287
H 1.323 -0.202 2.686
O -2.802 0.499 -0.718
H -1.864 0.288 -0.780
H -3.316 -0.294 -0.556
O -2.330 3.095 0.290
H -2.869 2.345 -0.057
H -2.179 3.598 -0.518

DFT total energy (Eh): -404.70799
SMILES: C=C(N)CCC.O.O
Relative energy (zero: lowest compared OMol25 entry of this formula, charge and spin) (kcal per mole): 29.54
F_max (Eh/bohr): 0.042

=====

C18H41N2O9S2Si | wB97M-V/def2-TZVPD

Positions of all 73 atoms, in Å:
C 5.162 -1.510 1.004
Si 3.302 -1.720 0.998
C 2.858 -3.026 -0.260
C 2.769 -2.335 2.681
O 2.607 -0.277 0.606
C 1.178 -0.204 0.736
C 0.712 1.030 -0.010
S -1.045 1.410 0.133
O -1.097 2.727 0.738
O -1.616 1.277 -1.187
N -1.653 0.412 1.209
S -2.202 -1.036 0.893
O -1.734 -1.612 -0.347
O -2.083 -1.850 2.081
C -3.951 -0.773 0.666
C -4.514 0.478 0.766
C -5.870 0.618 0.532
C -6.607 -0.506 0.222
N -6.076 -1.725 0.146
C -4.772 -1.850 0.362
H 5.604 -2.416 0.579
H 5.522 -0.648 0.444
H 5.522 -1.441 2.033
H 3.288 -2.786 -1.233
H 1.780 -3.144 -0.377
H 3.260 -3.985 0.078
H 1.703 -2.206 2.874
H 3.336 -1.851 3.478
H 2.980 -3.407 2.733
H 0.706 -1.093 0.321
H 0.903 -0.124 1.789
H 1.222 1.894 0.420
H 0.986 0.974 -1.061
H -3.896 1.333 0.996
H -6.314 1.603 0.562
H -7.669 -0.428 0.016
H -4.348 -2.843 0.273
C -4.036 3.184 -2.348
C -5.449 2.810 -2.749
O -6.436 3.411 -1.907
H -3.845 2.892 -1.316
H -3.303 2.685 -2.982
H -3.884 4.265 -2.436
H -5.598 1.737 -2.638
H -5.643 3.073 -3.796
H -6.360 4.366 -1.991
C -3.912 5.392 2.211
C -3.798 4.172 1.314
O -5.078 3.665 0.926
H -4.487 5.153 3.106
H -2.923 5.741 2.512
H -4.419 6.211 1.693
H -3.295 3.358 1.830
H -3.201 4.405 0.428
H -5.541 4.343 0.428
C 6.235 -5.880 2.591
C 6.262 -5.709 1.084
O 7.154 -4.682 0.666
H 5.957 -4.942 3.071
H 5.519 -6.648 2.884
H 7.220 -6.173 2.964
H 5.282 -5.404 0.718
H 6.520 -6.656 0.596
H 8.043 -4.911 0.951
C 4.320 1.273 -4.403
C 3.031 1.390 -3.608
O 2.996 0.518 -2.490
H 4.462 0.246 -4.742
H 4.305 1.931 -5.274
H 5.180 1.546 -3.787
H 2.176 1.107 -4.222
H 2.880 2.427 -3.286
H 3.711 0.746 -1.888

DFT total energy (Eh): -2583.08079
Charge: -1
F_max (Eh/bohr): 0.008

=====

C4H7NO | wB97M-V/def2-TZVPD

Positions of all 13 atoms, in Å:
C -1.414 -0.747 0.914
C -0.309 0.267 0.621
C 0.997 -0.256 0.167
N 1.793 0.212 -0.714
C 1.190 0.840 -1.808
O 0.017 0.755 -2.105
H -1.981 -1.027 0.017
H -1.006 -1.666 1.346
H -2.121 -0.310 1.624
H -0.681 1.127 0.066
H 0.178 0.624 1.553
H 1.370 -1.072 0.791
H 1.930 1.283 -2.485

DFT total energy (Eh): -286.56561
SMILES: CC/C=N\C=O
Relative energy (zero: lowest compared OMol25 entry of this formula, charge and spin) (kcal per mole): 41.44
F_max (Eh/bohr): 0.022

=====

C3H10NOS | wB97M-V/def2-TZVPD

Positions of all 16 atoms, in Å:
C -1.682 0.483 -1.228
N -0.487 0.108 -0.438
C -0.350 0.385 0.984
C 0.919 -0.154 1.766
S 1.488 -1.864 1.415
H -1.536 0.147 -2.287
H -1.682 1.530 -1.121
H -2.638 0.051 -0.692
H -0.577 -0.835 -0.458
H -0.381 1.465 1.212
H -1.192 -0.113 1.628
H 0.584 -0.269 2.828
H 1.666 0.543 1.547
H 1.524 -0.469 -2.333
H 1.989 -0.403 -0.964
O 2.356 -0.605 -1.859

DFT total energy (Eh): -648.46650
Charge: -1
Relative energy (zero: lowest compared OMol25 entry of this formula, charge and spin) (kcal per mole): 40.83
F_max (Eh/bohr): 0.078

=====

C6H12NP | wB97M-V/def2-TZVPD

Positions of all 20 atoms, in Å:
C -2.520 1.975 -2.193
P -0.872 1.147 -1.360
C 0.274 0.278 0.006
C 0.556 -1.153 -0.327
C 1.602 -1.590 0.635
C 1.382 -1.257 2.103
C 0.303 -0.170 2.215
N -0.232 0.492 1.257
H -2.876 2.329 -1.309
H -3.045 1.194 -2.774
H -2.159 2.713 -2.950
H -0.061 1.428 -2.449
H -0.786 2.403 -0.827
H 1.081 -1.218 -1.354
H -0.196 -1.885 -0.235
H 2.489 -1.082 0.269
H 1.804 -2.609 0.716
H 2.190 -1.009 2.675
H 0.934 -2.178 2.617
H 0.130 0.192 3.287

DFT total energy (Eh): -631.74290
SMILES: C[PH2]=C1CCCC=N1
Relative energy (zero: lowest compared OMol25 entry of this formula, charge and spin) (kcal per mole): 70.65
F_max (Eh/bohr): 0.097

=====

C3H6NO2 | wB97M-V/def2-TZVPD

Positions of all 12 atoms, in Å:
O 1.766 -0.071 -0.853
C 1.020 0.621 -0.021
N 0.082 -0.370 0.803
C -1.214 -0.347 0.228
C -1.156 0.953 -0.803
O 0.119 1.432 -0.761
H 1.589 -0.142 -1.779
H 1.568 1.061 0.753
H 0.103 -0.092 1.700
H 0.606 -1.207 0.537
H -2.142 -0.575 0.663
H -1.847 1.640 -1.288

DFT total energy (Eh): -322.74999
Charge: +1
SMILES: O[C@@H]1[NH2+]C=CO1
Relative energy (zero: lowest compared OMol25 entry of this formula, charge and spin) (kcal per mole): 80.87
F_max (Eh/bohr): 0.185

=====

C5H10N4 | wB97M-V/def2-TZVPD

Positions of all 19 atoms, in Å:
C 2.548 -0.500 0.668
N 1.096 -0.416 0.592
N 0.535 -0.657 1.878
C 0.450 -1.008 -0.530
N 0.558 -1.890 -1.314
H 2.921 0.155 1.456
H 2.884 -1.514 0.916
H 2.980 -0.214 -0.290
H -0.289 -0.064 1.954
H 0.320 -1.651 1.968
C -2.645 -0.231 -1.460
C -1.384 0.200 -0.831
C -0.944 1.253 -0.325
N -0.148 2.228 0.100
H -2.903 0.404 -2.311
H -3.508 -0.198 -0.793
H -2.586 -1.243 -1.864
H 0.679 2.380 -0.467
H -0.563 2.966 0.654

DFT total energy (Eh): -415.35835
SMILES: CN(N)C#N.CC#CN
Relative energy (zero: lowest compared OMol25 entry of this formula, charge and spin) (kcal per mole): 124.57
F_max (Eh/bohr): 0.078

=====

C6H18N2O2 | wB97M-V/def2-TZVPD

Positions of all 28 atoms, in Å:
C -2.163 -1.124 -2.341
C -1.116 -1.544 -1.361
N -0.046 -2.317 -1.934
C -1.088 -1.221 -0.049
C -0.074 -1.607 1.073
C 1.145 -0.644 1.357
C 1.198 0.354 2.492
N -0.030 1.087 3.020
H -3.160 -0.776 -1.845
H -2.069 -0.102 -2.854
H -2.385 -1.801 -3.071
H -0.303 -2.431 -2.905
H 0.805 -1.893 -1.709
H -1.872 -0.636 0.381
H -0.590 -1.759 2.023
H 0.417 -2.632 0.968
H 1.390 -0.131 0.347
H 2.006 -1.269 1.346
H 1.978 1.136 2.245
H 1.649 -0.257 3.433
H -0.747 0.892 2.419
H -0.042 2.079 3.078
O 0.571 3.748 0.119
H 0.342 3.099 0.679
H 1.505 3.743 0.074
O 1.112 1.677 -2.175
H 0.581 2.355 -1.737
H 0.984 1.974 -3.073

DFT total energy (Eh): -499.30379
SMILES: C/C(N)=C/CCCN.O.O
Relative energy (zero: lowest compared OMol25 entry of this formula, charge and spin) (kcal per mole): 55.50
F_max (Eh/bohr): 0.110

=====

C8H14 | wB97M-V/def2-TZVPD

Positions of all 22 atoms, in Å:
C -0.065 1.368 1.104
C -0.048 0.251 0.363
C -0.687 -0.975 0.899
C -0.334 -2.232 0.620
C -0.852 -3.337 1.492
C 0.857 0.237 -0.768
C 1.268 1.694 -1.220
C -0.060 2.386 -1.666
H -0.851 1.319 1.987
H 0.421 2.249 1.061
H -1.553 -0.872 1.499
H 0.613 -2.517 -0.011
H -0.031 -3.424 2.273
H -1.179 -4.018 0.790
H -1.806 -3.082 1.966
H 1.717 -0.373 -0.691
H 0.124 -0.138 -1.577
H 1.821 2.260 -0.445
H 1.904 1.480 -2.114
H -0.200 2.195 -2.698
H -0.002 3.432 -1.716
H -1.056 2.096 -1.149

DFT total energy (Eh): -313.10688
SMILES: C=C(/C=C/C)CCC
Relative energy (zero: lowest compared OMol25 entry of this formula, charge and spin) (kcal per mole): 69.36
F_max (Eh/bohr): 0.133

=====

C17H24BMoN4S2 | wB97M-V/def2-TZVPD

Positions of all 49 atoms, in Å:
Mo -0.288 -0.243 0.628
C -0.337 -3.653 1.877
C -0.694 -2.224 2.111
C -1.927 -1.689 1.649
C -2.386 -0.377 1.933
C -3.744 0.079 1.511
C -1.515 0.439 2.662
C -0.287 -0.058 3.175
C 0.498 0.747 4.151
C 0.151 -1.354 2.806
H 0.740 -3.799 1.832
H -0.802 -4.048 0.975
H -0.716 -4.236 2.723
H -2.592 -2.347 1.100
H -3.787 1.160 1.392
H -4.458 -0.200 2.292
H -4.061 -0.404 0.588
H -1.809 1.456 2.897
H 1.564 0.527 4.117
H 0.137 0.454 5.145
H 0.324 1.817 4.053
H 1.116 -1.704 3.151
C 3.323 3.929 0.856
N 2.744 3.124 -0.231
C 3.053 3.254 -1.568
C 2.342 2.326 -2.250
N 1.598 1.614 -1.321
B 0.626 0.487 -1.323
N 0.249 -0.144 -2.616
C 0.558 0.014 -3.960
C -0.147 -0.916 -4.645
N -0.890 -1.638 -3.733
C -1.779 -2.760 -4.075
C -0.630 -1.155 -2.524
S -1.269 -1.652 -1.001
C 1.873 2.128 -0.110
S 1.139 1.513 1.319
H 3.563 4.912 0.463
H 4.225 3.447 1.227
H 2.593 4.034 1.655
H 3.746 3.999 -1.921
H 2.325 2.139 -3.306
H -0.550 0.951 -0.699
H 1.123 -0.500 -0.487
H 1.235 0.754 -4.339
H -0.186 -1.124 -5.701
H -2.370 -2.480 -4.943
H -2.442 -2.961 -3.238
H -1.180 -3.639 -4.298

DFT total energy (Eh): -1769.76149
Charge: +3
F_max (Eh/bohr): 0.002

=====

C20H37Br12ClIN2O2 | wB97M-V/def2-TZVPD

Positions of all 75 atoms, in Å:
C 4.860 1.364 2.097
C 4.184 0.305 1.032
C 2.842 1.036 0.355
O 1.795 0.047 0.009
C 0.454 0.532 0.477
C 0.115 1.811 -0.548
O -1.249 1.752 -1.109
C -2.113 1.516 0.063
C -3.614 2.049 -0.309
C -4.187 3.097 0.863
C -5.707 2.731 1.356
Cl -5.979 0.931 1.736
C -2.036 0.001 0.686
N -2.989 -0.942 -0.061
C -2.337 0.125 2.290
C -3.155 -1.128 2.954
C -2.476 -1.430 4.448
N -0.626 -0.535 0.358
C -0.305 -1.845 1.039
I 0.866 -1.712 2.876
C 0.508 -2.901 0.028
C 0.216 -4.431 0.577
H 5.708 1.966 1.536
H 4.060 2.161 2.462
H 5.291 0.785 3.031
H 5.022 0.080 0.215
H 3.922 -0.744 1.515
H 3.234 1.502 -0.669
H 2.453 1.937 0.994
H 0.511 1.030 1.554
H 0.293 2.838 0.034
H 0.881 1.841 -1.460
H -1.704 2.243 0.917
H -4.389 1.224 -0.600
H -3.494 2.736 -1.278
H -4.213 4.180 0.412
H -3.502 3.123 1.812
H -5.873 3.316 2.383
H -6.543 3.166 0.624
H -2.986 -0.628 -1.060
H -3.982 -0.758 0.269
H -1.357 0.398 2.915
H -3.040 1.082 2.420
H -3.223 -2.094 2.299
H -4.283 -0.822 3.199
H -3.352 -1.671 5.218
H -1.913 -0.479 4.832
H -1.819 -2.395 4.366
H -0.679 -0.758 -0.682
H -1.306 -2.431 1.320
H 1.661 -2.702 0.046
H 0.013 -2.818 -1.038
H -0.564 -4.475 1.467
H -0.250 -5.092 -0.292
H 1.215 -4.908 1.020
C 5.293 2.615 -3.121
Br 4.536 0.850 -3.433
Br 3.967 3.859 -2.430
Br 6.872 2.536 -1.988
H 5.616 3.001 -4.094
C 3.381 -1.343 -6.958
Br 2.345 -1.673 -5.345
Br 4.035 0.488 -7.036
Br 4.820 -2.635 -7.171
H 2.703 -1.476 -7.807
C -0.136 0.059 7.981
Br 0.178 -1.779 7.426
Br 1.239 1.262 7.314
Br -1.922 0.665 7.503
H -0.075 0.078 9.075
C 0.376 -2.432 -10.200
Br 2.139 -3.209 -10.468
Br 0.137 -1.790 -8.380
Br -0.013 -1.050 -11.513
H -0.354 -3.234 -10.354

DFT total energy (Eh): -32689.73883
Charge: +1
F_max (Eh/bohr): 0.075